Record 1
Density functional theory data (the ωB97M-V functional and the def2-TZVPD basis) for 10 unconnected molecules or ions with the total composition C33H83N3O10 at a distorted geometry.

Structure (XYZ):
```
129
Properties=species:S:1:pos:R:3:forces:R:3:lowdin_charge:R:1
C 5.313 -0.849 0.268 -0.9 1.4 -0.6 -0.10
O 4.443 -0.209 -0.746 1.0 -1.3 0.8 -0.15
H 5.037 -0.389 1.217 0.3 -0.2 0.3 0.06
H 5.170 -1.925 0.360 -0.2 0.1 -0.5 0.07
H 6.349 -0.605 0.034 0.1 -0.2 0.1 0.07
H 4.324 0.686 -0.418 -0.3 0.3 -0.1 0.03
C 1.239 -2.670 3.889 1.7 0.6 0.7 -0.10
O 1.964 -1.419 3.719 -0.2 -0.9 0.8 -0.15
H 0.197 -2.442 4.115 -0.1 -0.5 -0.6 0.07
H 1.545 -3.400 3.139 -1.0 0.3 -0.8 0.08
H 1.673 -3.193 4.741 -0.1 0.6 0.6 0.08
H 1.608 -0.966 2.951 -0.1 -0.1 -0.7 0.03
C -0.686 2.599 -3.125 0.2 0.6 -0.6 -0.15
O 0.440 2.427 -4.014 -0.5 0.1 0.7 -0.12
H -0.917 3.641 -2.904 0.2 0.3 -0.3 0.05
H -1.541 2.219 -3.684 0.0 -0.4 0.4 0.08
H -0.536 2.185 -2.128 -0.1 -0.7 -0.2 0.07
H 1.204 2.832 -3.598 0.1 0.0 0.0 0.05
C 0.483 0.169 0.654 0.1 2.1 -0.2 -0.13
O 1.689 -0.446 1.093 -0.9 -1.0 0.1 -0.11
H -0.367 -0.435 0.336 0.7 -0.9 0.3 0.06
H 0.115 0.872 1.401 -0.2 -0.2 0.5 0.07
H 0.677 0.854 -0.170 0.3 -0.2 -0.4 0.07
H 2.309 0.231 1.372 0.1 0.5 -0.4 0.06
C 5.292 0.375 4.455 -0.5 1.7 0.3 -0.09
O 4.059 0.519 3.696 1.7 -0.5 0.1 -0.15
H 5.897 -0.522 4.326 -0.6 -0.3 -0.1 0.09
H 5.941 1.223 4.235 0.0 0.0 -0.8 0.08
H 5.048 0.634 5.485 0.0 -0.9 0.4 0.08
H 3.520 -0.261 3.848 -0.5 -0.5 0.1 0.05
C 2.934 3.617 -0.696 0.3 -1.3 0.4 -0.10
O 3.023 2.558 0.286 0.2 -0.1 -1.4 -0.15
H 3.886 4.135 -0.812 -0.1 0.7 0.6 0.08
H 2.868 3.157 -1.682 -0.6 -0.3 0.1 0.07
H 2.045 4.197 -0.451 0.3 0.5 -0.4 0.06
H 3.195 2.921 1.158 -0.1 0.2 0.5 0.02
O 3.098 2.825 2.961 -0.3 1.1 -0.2 -0.05
H 3.438 1.989 3.280 0.5 -0.9 0.3 -0.02
H 2.456 3.090 3.620 -0.2 0.2 0.0 0.05
C 2.854 -3.499 -7.182 -0.6 1.4 0.1 -0.05
C 2.799 -3.816 -5.693 -0.3 -1.7 0.7 -0.50
C 4.242 -3.882 -5.105 -1.3 1.3 0.5 -0.14
C 4.245 -3.983 -3.568 0.1 0.4 -0.3 -0.17
C 3.457 -2.789 -2.876 0.4 -1.2 -2.7 -0.09
C 1.962 -2.811 -3.415 1.2 0.2 0.2 -0.46
N 1.957 -2.858 -4.939 1.2 1.8 1.1 -0.08
O 0.616 -2.749 -5.394 0.1 -1.2 0.0 -0.03
C 1.217 -3.946 -2.736 -1.1 -0.3 -0.6 -0.04
C 1.339 -1.498 -2.962 -0.6 1.2 1.2 -0.06
C 2.145 -5.216 -5.600 0.7 -1.0 -0.4 -0.05
H 1.805 -3.501 -7.475 0.1 0.0 -0.6 0.08
H 3.458 -4.115 -7.849 -0.1 -0.6 0.5 0.09
H 3.255 -2.498 -7.340 -0.2 0.3 0.1 0.08
H 4.834 -4.595 -5.680 -0.3 -0.6 0.4 0.12
H 4.791 -2.959 -5.287 -0.4 0.5 -0.4 0.11
H 5.311 -3.910 -3.354 0.0 -0.2 0.7 0.10
H 3.862 -4.954 -3.255 0.1 0.0 0.2 0.09
H 3.915 -1.867 -3.234 0.0 0.1 0.0 0.11
H 3.640 -2.801 -1.802 -0.8 -0.1 0.0 0.11
H 0.229 -4.008 -3.193 -0.2 0.1 0.0 0.08
H 1.627 -4.942 -2.899 0.4 0.2 0.4 0.06
H 1.039 -3.720 -1.685 0.3 -0.2 0.1 0.08
H 0.260 -1.423 -2.823 -0.4 -0.7 -0.8 0.08
H 1.594 -1.285 -1.924 0.7 -0.3 0.3 0.07
H 1.620 -0.564 -3.448 0.4 -0.3 -0.6 0.09
H 1.123 -5.272 -5.976 0.0 0.4 0.0 0.08
H 2.158 -5.733 -4.641 0.1 0.5 0.2 0.06
H 2.735 -5.879 -6.232 0.0 -0.2 -0.3 0.08
H 0.457 -1.823 -5.595 0.4 0.2 0.0 0.10
C -4.919 -3.439 4.002 0.1 -0.9 -0.7 -0.04
C -3.810 -2.770 3.182 0.8 1.5 0.5 -0.49
C -2.509 -3.638 2.852 -1.4 0.2 0.4 -0.12
C -1.534 -3.039 1.837 -1.7 0.3 -0.6 -0.18
C -2.337 -2.794 0.506 0.8 0.6 1.6 -0.11
C -3.634 -1.889 0.722 0.1 -0.2 -0.7 -0.40
N -4.481 -2.297 1.956 0.9 -0.3 -2.3 -0.08
O -5.571 -1.338 2.210 1.7 -0.9 -0.2 -0.03
C -3.234 -0.406 0.696 -0.1 1.3 -0.4 -0.07
C -4.508 -2.117 -0.585 -0.3 -1.4 1.6 -0.04
C -3.282 -1.604 4.026 -0.3 1.4 0.3 -0.05
H -5.542 -3.900 3.236 -0.2 -0.5 0.3 0.08
H -5.571 -2.765 4.558 0.4 0.3 -0.1 0.08
H -4.533 -4.182 4.701 0.1 -0.1 0.0 0.08
H -2.059 -3.744 3.839 0.2 -0.2 0.0 0.11
H -2.802 -4.628 2.503 -0.1 -0.1 0.0 0.12
H -0.694 -3.721 1.700 0.0 0.1 -0.2 0.11
H -1.151 -2.072 2.163 0.1 0.0 0.1 0.08
H -2.446 -3.741 -0.022 -0.8 0.0 0.2 0.11
H -1.651 -2.225 -0.122 -0.3 0.2 -0.3 0.09
H -4.076 0.281 0.619 -0.6 -0.4 0.3 0.07
H -2.616 0.086 1.448 0.2 -0.8 0.6 0.07
H -2.743 -0.131 -0.237 0.3 -0.6 -0.3 0.08
H -5.453 -1.583 -0.481 0.2 0.3 -0.5 0.07
H -4.050 -2.083 -1.574 0.4 1.0 0.3 0.08
H -4.766 -3.175 -0.565 -0.3 -0.2 0.3 0.07
H -3.272 -1.724 5.109 0.3 -0.8 0.0 0.08
H -3.978 -0.767 3.965 -0.1 0.2 -0.4 0.08
H -2.308 -1.211 3.734 0.1 -0.1 -0.1 0.06
H -6.277 -1.804 1.756 -0.3 0.1 0.1 0.09
C -3.567 3.896 -1.222 1.0 -0.3 0.7 -0.03
C -3.154 4.575 0.104 -0.9 1.3 -0.2 -0.46
C -3.955 3.938 1.292 -1.1 1.2 -0.2 -0.13
C -3.496 4.429 2.652 -0.4 -0.2 -0.8 -0.21
C -2.093 3.991 2.727 2.5 0.2 0.8 -0.15
C -1.029 4.596 1.708 -2.6 1.7 0.5 -0.43
N -1.697 4.460 0.355 -1.0 -2.9 3.1 -0.15
O -0.944 4.936 -0.625 1.4 1.2 -2.0 -0.01
C -0.722 6.085 2.167 -0.7 -1.0 0.2 -0.02
C 0.260 3.861 1.832 0.8 -1.5 -0.5 -0.06
C -3.487 6.097 -0.099 0.6 -1.0 1.8 -0.02
H -4.618 4.052 -1.469 -0.1 -0.4 0.5 0.09
H -3.260 2.867 -1.036 -0.5 -0.4 -0.7 0.08
H -3.037 4.284 -2.092 0.3 0.0 0.2 0.07
H -4.974 4.322 1.350 -0.4 -0.1 -1.3 0.12
H -4.059 2.856 1.209 0.5 -0.1 0.0 0.11
H -4.088 4.017 3.469 0.0 -0.4 -0.1 0.12
H -3.754 5.487 2.696 0.7 0.3 0.1 0.11
H -2.102 2.907 2.616 0.1 -0.2 -0.3 0.12
H -1.693 4.131 3.732 0.3 0.2 0.1 0.12
H -0.155 6.039 3.097 0.0 -0.2 0.1 0.08
H -0.078 6.654 1.497 -0.4 0.0 -0.3 0.08
H -1.662 6.565 2.440 0.1 0.5 -0.4 0.06
H 1.204 4.403 1.789 -0.3 0.6 -0.1 0.08
H 0.273 3.351 2.795 0.0 -0.2 0.0 0.08
H 0.365 3.114 1.045 -0.1 -0.2 0.1 0.07
H -2.838 6.464 -0.894 -0.7 0.3 -0.3 0.08
H -3.149 6.539 0.839 -0.1 0.6 -0.1 0.06
H -4.558 6.286 -0.172 0.2 0.1 -0.6 0.09
H -1.099 5.883 -0.588 0.5 0.7 -0.5 0.08
```
Positions in Å, forces in eV/Å.

E_LUMO = 0.424 eV
F_max = 4.35 eV Å⁻¹
Orbital gap = 8.20 eV
E = -2223.46560 hartree
SMILES = CC1(C)CCCC(C)(C)N1O.CC1(C)CCCC(C)(C)N1O.CC1(C)CCCC(C)(C)N1O.CO.CO.CO.CO.CO.CO.O

=====

Record 2
Density functional theory data (the ωB97M-V functional and the def2-TZVPD basis) for a molecular structure, C44H55AsIrN4OPTe.

Structure (XYZ):
```
108
Properties=species:S:1:pos:R:3:forces:R:3:mulliken_spin:R:1
Ir -0.479 -0.168 -0.222 -0.2 -0.1 -0.5 1.97
C -2.623 2.727 3.834 0.0 0.0 0.0 0.00
C -1.344 2.701 3.292 0.0 0.0 0.0 0.01
C -0.832 1.515 2.784 0.0 0.0 0.0 0.03
C -1.602 0.354 2.829 0.0 -0.1 0.1 0.01
C -2.882 0.378 3.370 0.0 0.0 0.0 0.00
C -3.390 1.569 3.872 0.0 0.0 0.0 0.00
As -0.823 -1.237 2.047 -0.3 0.0 0.0 0.14
C 0.251 -1.912 3.520 -0.1 0.0 0.1 0.07
C 1.454 -1.452 3.974 0.0 0.0 -0.1 -0.01
C 1.995 -2.004 5.148 0.0 0.0 0.0 0.18
C 1.331 -3.012 5.858 0.0 0.0 0.0 0.01
C 0.129 -3.492 5.406 0.0 0.0 -0.1 0.09
C -0.443 -2.952 4.221 0.0 0.0 0.0 0.13
C -1.675 -3.366 3.643 0.0 0.0 0.0 0.11
C -2.471 -4.447 4.107 0.0 0.1 0.0 0.11
C -3.610 -4.795 3.423 0.1 0.0 0.1 0.00
C -3.974 -4.094 2.270 0.0 0.0 -0.1 0.16
C -3.203 -3.021 1.787 0.0 0.0 0.1 -0.02
C -2.084 -2.646 2.473 0.2 -0.1 0.1 0.08
H -3.014 3.647 4.248 0.0 0.0 0.0 0.00
H -0.739 3.598 3.279 0.0 0.0 0.0 0.00
H 0.173 1.501 2.373 0.0 0.0 0.0 -0.02
H -3.484 -0.523 3.418 0.0 0.0 0.0 0.01
H -4.377 1.588 4.316 0.0 0.0 0.0 0.00
H 1.999 -0.678 3.449 0.0 0.0 0.0 0.02
H 2.947 -1.640 5.515 0.0 0.0 0.0 0.00
H 1.775 -3.409 6.761 0.0 0.0 0.0 0.00
H -0.380 -4.274 5.951 0.0 0.0 0.0 0.00
H -2.175 -5.008 4.983 0.0 0.0 0.0 0.00
H -4.220 -5.621 3.762 0.0 0.0 0.0 0.00
H -4.865 -4.388 1.729 0.0 0.0 0.0 0.00
H -3.497 -2.515 0.878 0.0 0.0 0.0 0.06
O 1.486 -0.678 -0.305 -0.1 -0.2 0.2 0.20
P 2.618 -0.388 -1.349 0.1 0.1 0.0 0.07
C 2.495 -1.620 -2.702 0.1 0.0 0.0 -0.02
C 1.113 -2.286 -2.778 0.0 0.0 -0.1 0.00
C 0.084 -1.407 -3.483 0.0 0.0 0.0 0.04
C 0.548 -1.036 -4.890 0.0 -0.1 0.0 0.00
C 1.919 -0.364 -4.881 0.0 0.0 0.0 0.00
C 2.953 -1.180 -4.107 0.0 0.0 0.0 0.00
C 2.366 1.338 -1.870 0.0 -0.1 0.0 0.04
C 3.465 2.009 -2.705 0.0 0.0 -0.1 0.01
C 2.874 3.243 -3.400 0.0 0.0 0.0 0.00
C 1.873 3.986 -2.496 0.0 0.0 0.0 0.00
C 2.180 3.734 -1.024 0.0 0.0 0.0 0.01
C 2.007 2.248 -0.670 0.0 0.0 0.1 0.05
C 4.139 -0.834 -0.451 0.0 0.0 -0.1 0.00
C 4.392 -0.042 0.842 0.0 0.0 0.0 0.01
C 5.269 1.193 0.648 0.0 0.0 0.0 0.00
C 6.579 0.834 -0.048 0.0 0.0 0.0 0.00
C 6.314 0.198 -1.407 0.0 0.0 0.0 0.00
C 5.419 -1.034 -1.291 0.0 0.0 0.0 0.00
H 3.208 -2.377 -2.356 0.0 0.0 0.0 0.00
H 0.773 -2.599 -1.789 0.0 0.0 0.0 0.02
H 1.239 -3.202 -3.362 0.0 0.0 0.0 0.00
H -0.092 -0.479 -2.909 0.0 0.0 0.0 0.04
H -0.873 -1.930 -3.532 0.0 0.0 0.0 0.02
H -0.186 -0.392 -5.376 0.0 0.0 0.0 0.00
H 0.599 -1.952 -5.487 0.0 0.0 0.0 0.00
H 1.835 0.647 -4.476 0.0 0.0 0.0 0.00
H 2.271 -0.244 -5.906 0.0 0.0 0.0 0.00
H 3.909 -0.656 -4.065 0.0 0.0 0.0 0.00
H 3.151 -2.103 -4.661 0.0 0.0 0.0 0.00
H 1.478 1.257 -2.509 0.0 0.0 0.0 0.00
H 3.903 1.338 -3.444 0.0 0.0 0.0 0.00
H 4.272 2.306 -2.036 0.0 0.0 0.0 0.00
H 2.383 2.940 -4.326 0.0 0.0 0.0 0.00
H 3.690 3.907 -3.688 0.0 0.0 0.0 0.00
H 0.850 3.659 -2.711 0.0 0.0 0.0 0.00
H 1.901 5.053 -2.712 0.0 0.0 0.0 0.00
H 1.531 4.332 -0.383 0.0 0.0 0.0 0.00
H 3.201 4.054 -0.803 0.0 0.0 0.0 0.00
H 0.967 2.069 -0.375 0.0 0.0 0.0 -0.02
H 2.620 2.003 0.200 0.0 0.0 0.0 0.01
H 3.803 -1.839 -0.154 0.0 0.0 0.0 0.00
H 4.905 -0.719 1.531 0.0 0.0 0.0 0.00
H 3.441 0.215 1.319 0.0 0.0 0.0 0.00
H 5.467 1.646 1.621 0.0 0.0 0.0 0.00
H 4.743 1.949 0.058 0.0 0.0 0.0 0.00
H 7.142 0.135 0.579 0.0 0.0 0.0 0.00
H 7.202 1.721 -0.160 0.0 0.0 0.0 0.00
H 7.254 -0.106 -1.870 0.0 0.0 0.0 0.00
H 5.870 0.932 -2.080 0.0 0.0 0.0 0.00
H 5.987 -1.824 -0.793 0.0 0.0 0.0 0.00
H 5.182 -1.424 -2.283 0.0 0.0 0.0 0.00
Te -3.427 -1.314 -1.943 0.2 -0.1 0.1 1.20
C -5.358 -1.299 -1.150 0.1 0.1 0.1 0.00
C -5.612 -0.932 0.177 0.1 0.1 0.0 -0.06
C -6.907 -0.936 0.666 -0.1 0.0 0.0 -0.03
C -7.961 -1.311 -0.163 0.0 0.0 0.0 0.07
C -7.717 -1.673 -1.482 0.0 0.0 0.1 -0.03
C -6.423 -1.664 -1.979 0.1 0.0 -0.1 0.01
H -4.792 -0.637 0.825 0.0 0.0 0.0 0.00
H -7.103 -0.653 1.693 0.0 0.0 0.0 0.00
H -8.973 -1.318 0.219 0.0 0.0 0.0 0.00
H -8.536 -1.962 -2.126 0.0 0.0 0.0 0.00
H -6.239 -1.944 -3.008 0.0 0.0 0.0 -0.01
N -4.907 3.094 -0.157 0.0 0.0 0.0 0.00
C -3.886 3.948 -0.243 0.0 0.0 -0.1 0.00
N -4.098 5.251 -0.139 0.0 0.0 0.0 0.01
N -2.616 3.559 -0.439 0.0 0.0 0.0 0.03
C -2.254 2.348 -0.533 -0.1 0.0 0.1 0.08
N -1.841 1.255 -0.644 0.2 0.2 0.2 0.08
H -5.856 3.410 -0.042 0.0 0.0 0.0 0.00
H -4.751 2.102 -0.233 0.0 0.0 0.0 0.01
H -5.018 5.644 -0.039 0.0 0.0 0.0 0.00
H -3.316 5.875 -0.251 0.0 0.0 0.0 0.00
```
Positions in Å, forces in eV/Å.

Expectation value of S² = 8.8162
E_LUMO (spin up / spin down) = -8.022 / -11.072 eV
F_max = 0.58 eV Å⁻¹
Charge = +3
Orbital gap (spin up / spin down) = 7.32 / 3.97 eV
E = -4952.45960 hartree
Spin multiplicity = 6